32
Properties=species:S:1:pos:R:3:forces:R:3 method="wB97M-V/def2-TZVPD" e_above_lowest_kj_mol=5.45 homo_energy_ev=-8.96 lumo_energy_ev=0.58 spin_multiplicity=1 smiles="C[C@H](CNC[C@@H](C)Cl)OCCC(=O)O" charge=0
Cl 2.266871 -2.883147 -0.489061 0.34 0.00 -0.22
O -1.363977 0.626446 -0.232390 -0.19 -0.14 0.07
O -4.346507 -2.161026 -1.489554 -0.48 -0.66 0.16
O -2.862390 -0.726939 -2.149969 1.78 1.87 -3.07
N 2.029995 1.088860 -0.555411 -0.07 -0.03 0.06
C -3.053576 -1.025618 0.205337 0.41 -0.11 -0.55
C -0.250334 1.310495 0.306403 0.21 0.68 -0.20
C 2.942721 -1.213800 -0.233674 -0.91 -0.15 0.66
C 0.733830 1.718413 -0.803681 0.26 -0.10 0.20
C 2.887059 -0.943263 1.252063 0.59 -0.30 -0.06
C -0.654958 2.529346 1.119408 0.35 -0.05 -0.05
C 2.089079 -0.272118 -1.081441 0.82 0.60 -0.06
C -3.361356 -1.261032 -1.257968 -1.39 -1.40 2.60
C -1.639036 -0.574785 0.457704 0.17 0.55 0.24
H 3.979470 -1.225347 -0.533613 0.21 -0.18 -0.34
H 0.318835 0.674882 0.975190 0.06 -0.45 0.08
H 1.081988 -0.658899 -1.145523 -0.23 -0.11 -0.01
H 2.784351 1.667340 -0.894485 0.00 -0.09 -0.16
H 0.325433 1.479400 -1.786959 -0.15 -0.13 -0.08
H 3.443808 -0.044708 1.473304 -0.16 0.48 0.09
H -3.708895 -0.247075 0.569978 -0.44 0.09 0.12
H -0.896493 -1.337919 0.216231 0.02 -0.19 -0.14
H -1.569849 -0.362255 1.523951 0.12 -0.21 0.34
H -1.298017 3.191108 0.557427 -0.42 0.05 -0.15
H -3.221970 -1.952312 0.738209 -0.13 -0.13 0.44
H 0.895480 2.788416 -0.775222 -0.05 0.30 -0.03
H -4.549801 -2.656003 -0.685156 -0.11 0.15 -0.13
H 3.415679 -1.743414 1.753175 0.03 -0.30 0.21
H 2.529142 -0.248772 -2.077443 -0.26 -0.27 -0.38
H 0.251222 3.090369 1.315519 0.25 0.15 0.23
H -1.079230 2.275013 2.082689 -0.38 -0.08 0.10
H 1.881426 -0.901655 1.644962 -0.27 0.17 0.00

58
Properties=species:S:1:pos:R:3:forces:R:3 method="wB97M-V/def2-TZVPD" homo_energy_ev=-9.32 lumo_energy_ev=0.76 spin_multiplicity=1 smiles=CCP(C)[C@@H](C#N)[C@@H](C#N)CCCOC.CC(C)O.CC(C)O charge=0
P 3.737681 -1.141050 -1.037271 -0.16 0.12 0.12
O -3.151563 1.025373 -2.041625 -0.07 0.06 -0.04
O 0.992872 1.785947 4.208611 0.04 0.07 0.05
O -5.458105 -2.852610 -1.303576 0.00 0.01 0.02
N 1.848897 2.099266 1.334184 0.07 0.17 0.20
N 2.513865 0.530443 -4.097956 0.01 -0.06 -0.32
C 1.486724 0.553693 -0.740623 0.08 0.07 -0.03
C 4.673693 -0.471081 0.420688 -0.05 0.05 -0.22
C -2.196890 1.702666 -1.259589 0.10 0.03 -0.02
C 2.266730 3.295017 5.615378 0.03 -0.04 -0.01
C 0.009675 3.945171 4.703994 -0.02 -0.02 -0.03
C 1.689060 1.411010 0.432642 -0.08 -0.23 -0.11
C -4.520100 -5.087440 -1.431388 0.02 0.04 0.04
C 5.831203 0.482908 0.137006 -0.03 -0.12 -0.09
C -6.324684 -4.331546 -3.021417 -0.02 0.05 0.00
C -3.904236 0.057023 -1.330505 0.06 -0.07 0.05
C 2.842024 0.468025 -1.516798 0.12 -0.19 -0.07
C 5.007584 -1.280746 -2.347582 0.10 -0.09 0.03
C 2.658234 0.502865 -2.961161 -0.05 0.11 0.38
C 0.277308 1.079122 -1.533032 -0.10 -0.01 0.12
C -5.119982 -3.916824 -2.192994 -0.02 -0.06 -0.02
C 0.889146 2.805005 5.195193 0.00 0.03 0.00
C -1.034003 0.815109 -0.788038 0.08 -0.09 0.04
H -3.556428 -0.953719 -1.552921 -0.02 0.00 0.02
H -4.949149 0.131118 -1.628955 0.03 -0.01 -0.05
H 5.750705 -0.486047 -2.371526 -0.04 0.09 0.01
H -3.835452 0.210592 -0.248378 -0.05 0.03 -0.02
H 1.417848 2.168588 3.428055 -0.06 -0.11 -0.07
H -5.256452 -5.503213 -0.737514 -0.01 -0.02 -0.02
H -0.116168 4.709215 5.472970 0.01 0.00 0.00
H -6.131991 -3.176116 -0.695225 0.00 0.01 0.00
H -7.111230 -4.726453 -2.371779 0.01 -0.03 0.00
H 1.246377 -0.445546 -0.363434 -0.01 -0.02 -0.04
H -0.973748 3.571312 4.418917 0.00 -0.01 0.01
H 0.398073 2.152970 -1.694592 0.08 -0.03 -0.10
H 5.518067 -2.232460 -2.181327 0.03 0.05 -0.04
H 3.916844 0.038907 1.023938 0.03 -0.17 0.13
H -4.209814 -5.882195 -2.110871 -0.01 0.00 -0.01
H -4.361299 -3.487559 -2.851060 0.00 0.01 0.00
H 0.256112 0.587371 -2.505551 -0.01 0.10 -0.02
H 5.556354 1.237402 -0.603790 0.05 0.06 0.06
H -0.881974 0.934388 0.288930 0.00 0.11 -0.03
H -6.729280 -3.476755 -3.562720 0.01 0.00 0.00
H 3.474403 1.315673 -1.245481 -0.02 0.05 -0.10
H -3.654289 -4.765241 -0.853158 0.00 0.00 -0.01
H 6.694469 -0.057496 -0.251511 0.01 0.04 -0.01
H 6.141529 0.999368 1.045257 -0.01 0.00 -0.01
H -2.681666 2.180355 -0.398802 -0.04 -0.08 0.00
H 2.197769 4.042179 6.407750 -0.01 0.00 0.00
H -1.815187 2.502997 -1.896642 -0.02 0.01 0.01
H 0.461270 4.414938 3.825813 0.01 0.01 0.01
H 5.015572 -1.340110 0.986308 -0.04 0.07 0.09
H 4.513148 -1.335683 -3.316986 0.00 -0.04 0.01
H 2.874366 2.463168 5.971640 -0.01 0.00 0.00
H -1.309079 -0.231916 -0.940094 -0.04 0.02 0.07
H -6.059910 -5.107113 -3.741123 0.01 -0.01 0.00
H 0.406080 2.320856 6.047409 0.00 0.00 0.00
H 2.778973 3.748905 4.762337 -0.01 0.02 0.01

40
Properties=species:S:1:pos:R:3:forces:R:3 method="wB97M-V/def2-TZVPD" e_above_lowest_kj_mol=33.81 homo_energy_ev=-7.79 lumo_energy_ev=-0.96 spin_multiplicity=1 charge=0
Au 0.269461 0.285654 0.061842 0.13 0.00 -0.01
S 3.067611 0.934249 0.533428 -0.03 -0.01 -0.04
O -0.519983 1.038364 1.717629 -0.04 0.04 -0.01
N 4.487160 -1.292259 0.643830 0.01 -0.01 -0.07
N 0.863770 -0.630178 -1.657882 0.02 -0.06 0.08
N 2.333214 -1.623061 1.168686 0.10 -0.08 -0.02
N -0.599274 1.824504 -0.945187 -0.11 -0.12 0.06
N -0.738740 1.947510 -2.271481 0.13 0.12 -0.07
N 1.065793 -1.146850 1.295563 -0.17 0.13 -0.09
N 0.774138 -0.077604 -2.881775 0.07 0.10 -0.02
C -1.356379 0.185856 2.323211 -0.04 -0.07 0.03
C -3.099837 -1.523138 3.705538 -0.02 0.04 -0.01
C 0.332905 -1.612372 2.239290 0.04 -0.11 0.06
C -1.189281 2.870171 -0.351558 0.02 0.03 -0.02
C 3.253518 -0.738050 0.802310 -0.05 0.07 0.17
C 1.604310 -1.743581 -1.750664 0.00 0.01 -0.08
C -3.446838 -0.194806 3.462197 0.00 -0.05 0.02
C -1.000232 -1.152276 2.572895 0.02 0.07 -0.03
C 1.998355 -1.919695 -3.065488 -0.02 0.00 0.02
C 1.456094 -0.839258 -3.738022 0.00 -0.03 -0.01
C -1.874227 -1.985882 3.274751 0.01 0.00 0.00
C -1.726471 3.694326 -1.326069 -0.01 -0.03 0.02
C -2.589714 0.651218 2.787021 0.05 0.05 -0.03
C -1.417919 3.067087 -2.522121 0.03 0.05 0.02
B -0.198770 1.026287 -3.413436 -0.13 -0.10 0.03
H -3.777165 -2.178243 4.235111 0.00 0.00 0.00
H 2.599380 -2.715084 -3.466862 0.01 0.00 0.00
H 1.482372 -0.572334 -4.780815 0.00 0.01 0.00
H 4.643813 -2.212799 1.018905 -0.01 0.01 0.01
H -1.146163 0.492125 -3.937124 -0.01 -0.04 0.03
H -2.257464 4.617938 -1.183450 0.00 0.00 0.00
H 1.840336 -2.318824 -0.873765 0.00 0.00 0.01
H -2.850266 1.685596 2.605717 0.00 0.00 0.00
H -1.625044 3.348443 -3.540638 0.01 0.00 0.00
H -4.400697 0.183069 3.807455 0.00 0.00 0.00
H 0.427546 1.707279 -4.182583 -0.03 0.00 -0.02
H -1.175159 2.952434 0.719991 -0.01 0.00 0.00
H 0.799982 -2.369429 2.861783 -0.01 -0.01 -0.02
H 5.263076 -0.659850 0.572322 0.00 -0.01 -0.01
H -1.573213 -3.006535 3.479443 0.00 0.00 0.00

16
Properties=species:S:1:pos:R:3:forces:R:3 method="wB97M-V/def2-TZVPD" e_above_lowest_kj_mol=592.16 homo_energy_ev=-8.64 lumo_energy_ev=0.16 spin_multiplicity=1 charge=0
N 2.316628 1.115765 0.201266 0.91 -4.24 -5.82
N -0.748918 -0.110936 1.514894 4.24 2.17 1.60
N -0.638912 -0.411045 -1.521593 3.12 -1.00 -2.52
N 0.924881 0.573100 -0.060045 1.56 1.04 -0.93
C 0.375117 0.449289 1.150924 -3.11 -0.73 1.52
C -1.621012 -0.652033 -0.610121 -3.61 -1.82 -2.73
C 0.467469 0.127367 -1.291267 0.21 0.31 -0.31
C -1.398207 -1.054050 0.720247 -1.34 -1.54 4.36
H 2.654765 1.422304 -1.091526 -0.87 -1.38 5.10
H 1.082503 0.392093 -2.153101 0.26 -0.04 0.30
H 1.106079 0.982095 1.760239 -1.12 0.01 1.28
H -0.724517 -1.916640 0.636845 -0.61 -0.60 0.67
H -2.435397 -1.216356 1.410439 2.55 -0.42 -2.58
H 2.689302 -0.013800 0.359023 0.23 4.37 -0.78
H -1.910922 0.320195 -0.616477 -2.92 2.87 0.57
H -2.377775 -1.361510 -1.065792 0.50 1.02 0.26

60
Properties=species:S:1:pos:R:3:forces:R:3 method="wB97M-V/def2-TZVPD" s2=0.7718 e_above_lowest_kj_mol=63.84 homo_energy_ev="-14.18 / -14.18" lumo_energy_ev="-7.34 / -9.73" spin_multiplicity=2 charge=+2
Ir 0.618513 -0.042475 -0.406803 0.36 -0.10 1.21
Se 0.561323 3.212297 0.809710 -0.07 -0.36 -0.06
Cl -1.355034 -5.205268 1.345362 0.03 -0.03 -0.02
Cl -1.406113 -2.164452 1.525400 0.00 -0.08 -0.10
Cl 2.006903 -1.833274 -2.680386 -0.23 -0.07 -0.09
Cl 2.162068 -4.914183 -2.726913 -0.03 -0.04 0.03
Cl 0.553836 -6.578219 -0.664365 -0.01 0.04 -0.05
O -4.476331 -3.486167 -0.538530 -0.03 -0.02 -0.03
O -1.999468 2.062801 0.106668 0.49 -0.12 0.13
O -6.590946 -3.133980 -0.777783 0.03 -0.05 0.00
O -1.347216 0.059911 -0.715627 0.31 -0.27 -0.10
N -5.450781 -2.760890 -0.652015 0.02 0.14 0.00
N 0.925977 0.146872 1.622019 -0.23 -0.49 -1.10
N 2.744623 -0.133144 -0.301891 0.03 0.27 -0.44
N 0.945943 2.024578 -0.513815 -0.46 0.69 0.39
N 0.870998 4.571113 -0.204324 0.59 0.32 0.03
C -0.382312 -4.272371 0.311935 -0.06 0.02 0.03
C -2.240044 0.963888 -0.347840 -0.63 0.25 -0.02
C 1.219158 -4.134253 -1.558433 0.11 -0.07 -0.12
C 1.964873 3.063304 -3.858137 -0.04 0.11 -0.01
C 0.426829 -2.064446 -0.490930 -0.06 0.06 0.45
C 0.225543 0.237948 3.893748 0.12 0.06 0.03
C -4.711432 1.398673 -0.426343 -0.06 0.02 0.04
C 2.226690 -0.013157 2.026517 -0.20 0.04 0.45
C 3.927606 -0.157134 3.749555 -0.01 0.02 -0.03
C -3.654416 0.496446 -0.484732 0.28 -0.37 -0.17
C 2.563545 -0.043170 3.390651 0.00 0.03 0.12
C -6.276565 -0.427561 -0.562658 -0.12 0.01 -0.01
C 4.532685 -0.223087 1.418242 0.15 -0.05 0.08
C 3.218602 -0.133599 1.063785 0.20 -0.02 -0.11
C 1.705839 5.022614 -2.448241 -0.14 0.12 0.05
C 0.455372 -4.913250 -0.625591 -0.02 -0.09 0.03
C 1.563381 2.209394 -2.882338 0.08 -0.17 0.11
C 1.509602 0.052623 4.328376 -0.05 0.00 0.01
C -0.031466 0.293286 2.517911 -0.19 0.16 -0.04
C 4.893163 -0.225787 2.782482 -0.08 0.01 -0.03
C -3.902411 -0.864539 -0.597279 -0.04 0.04 -0.03
C 1.275950 4.160704 -1.395488 -0.24 -0.04 -0.09
C 1.163334 -2.768478 -1.478513 -0.11 0.24 -0.12
C -0.387218 -2.892664 0.370318 0.09 0.11 -0.03
C 2.039150 4.477877 -3.639602 0.12 -0.01 -0.11
C -5.208350 -1.301238 -0.615003 0.04 -0.05 0.04
C 1.254308 2.738845 -1.597975 0.15 -0.22 -0.20
C -6.017657 0.934998 -0.477068 0.05 -0.01 0.01
H -4.505944 2.457047 -0.340888 0.02 -0.01 0.02
H 1.469947 1.146462 -3.078964 0.06 0.01 0.02
H 2.236837 2.663761 -4.826568 -0.07 0.07 -0.03
H -0.598321 0.336931 4.585823 -0.01 0.02 -0.03
H 1.762055 6.086829 -2.264318 -0.07 -0.01 -0.01
H 2.363364 5.122990 -4.444832 0.03 -0.08 -0.03
H 3.161781 -0.904129 -0.818499 -0.10 -0.08 0.03
H 5.303917 -0.296208 0.659585 -0.03 0.01 0.00
H 1.728370 -0.020609 5.386648 0.01 0.06 -0.01
H -6.839798 1.635311 -0.432026 -0.01 -0.01 -0.02
H -1.032574 0.462938 2.145066 0.05 0.03 -0.05
H -3.098416 -1.576870 -0.659502 -0.01 -0.01 0.00
H 4.193168 -0.170917 4.798911 0.00 0.00 -0.02
H 3.084812 0.707095 -0.774361 -0.02 0.02 0.00
H -7.285675 -0.813890 -0.583146 0.00 0.01 0.00
H 5.938422 -0.278148 3.052995 -0.01 -0.05 0.01

9
Properties=species:S:1:pos:R:3:forces:R:3 method="wB97M-V/def2-TZVPD" e_above_lowest_kj_mol=348.06 homo_energy_ev="-15.07 / -15.25" lumo_energy_ev="-8.32 / -8.36" spin_multiplicity=1 charge=+1
S -3.041681 -0.248521 -0.049670 2.14 -2.09 -0.77
N -0.400874 -0.204123 -0.698350 -5.32 -3.10 -1.55
N 1.715508 -0.120308 0.210590 1.36 -1.20 0.91
C 0.432187 0.218704 0.126551 3.01 1.18 0.38
H 0.179905 1.148704 0.562104 -0.10 0.83 1.14
H 2.184245 -0.995125 -0.190192 -1.32 1.81 0.69
H -0.415479 -1.192652 -0.994966 0.43 0.79 -0.16
H 2.259355 0.385002 0.931471 -0.35 -0.56 -0.88
H -2.913170 1.008315 0.102459 0.14 2.34 0.26

What did the third record say?
40
Properties=species:S:1:pos:R:3:forces:R:3 method="wB97M-V/def2-TZVPD" e_above_lowest_kj_mol=33.81 homo_energy_ev=-7.79 lumo_energy_ev=-0.96 spin_multiplicity=1 charge=0
Au 0.269461 0.285654 0.061842 0.13 0.00 -0.01
S 3.067611 0.934249 0.533428 -0.03 -0.01 -0.04
O -0.519983 1.038364 1.717629 -0.04 0.04 -0.01
N 4.487160 -1.292259 0.643830 0.01 -0.01 -0.07
N 0.863770 -0.630178 -1.657882 0.02 -0.06 0.08
N 2.333214 -1.623061 1.168686 0.10 -0.08 -0.02
N -0.599274 1.824504 -0.945187 -0.11 -0.12 0.06
N -0.738740 1.947510 -2.271481 0.13 0.12 -0.07
N 1.065793 -1.146850 1.295563 -0.17 0.13 -0.09
N 0.774138 -0.077604 -2.881775 0.07 0.10 -0.02
C -1.356379 0.185856 2.323211 -0.04 -0.07 0.03
C -3.099837 -1.523138 3.705538 -0.02 0.04 -0.01
C 0.332905 -1.612372 2.239290 0.04 -0.11 0.06
C -1.189281 2.870171 -0.351558 0.02 0.03 -0.02
C 3.253518 -0.738050 0.802310 -0.05 0.07 0.17
C 1.604310 -1.743581 -1.750664 0.00 0.01 -0.08
C -3.446838 -0.194806 3.462197 0.00 -0.05 0.02
C -1.000232 -1.152276 2.572895 0.02 0.07 -0.03
C 1.998355 -1.919695 -3.065488 -0.02 0.00 0.02
C 1.456094 -0.839258 -3.738022 0.00 -0.03 -0.01
C -1.874227 -1.985882 3.274751 0.01 0.00 0.00
C -1.726471 3.694326 -1.326069 -0.01 -0.03 0.02
C -2.589714 0.651218 2.787021 0.05 0.05 -0.03
C -1.417919 3.067087 -2.522121 0.03 0.05 0.02
B -0.198770 1.026287 -3.413436 -0.13 -0.10 0.03
H -3.777165 -2.178243 4.235111 0.00 0.00 0.00
H 2.599380 -2.715084 -3.466862 0.01 0.00 0.00
H 1.482372 -0.572334 -4.780815 0.00 0.01 0.00
H 4.643813 -2.212799 1.018905 -0.01 0.01 0.01
H -1.146163 0.492125 -3.937124 -0.01 -0.04 0.03
H -2.257464 4.617938 -1.183450 0.00 0.00 0.00
H 1.840336 -2.318824 -0.873765 0.00 0.00 0.01
H -2.850266 1.685596 2.605717 0.00 0.00 0.00
H -1.625044 3.348443 -3.540638 0.01 0.00 0.00
H -4.400697 0.183069 3.807455 0.00 0.00 0.00
H 0.427546 1.707279 -4.182583 -0.03 0.00 -0.02
H -1.175159 2.952434 0.719991 -0.01 0.00 0.00
H 0.799982 -2.369429 2.861783 -0.01 -0.01 -0.02
H 5.263076 -0.659850 0.572322 0.00 -0.01 -0.01
H -1.573213 -3.006535 3.479443 0.00 0.00 0.00